C6H10O in the gas phase. Source: the OMol25 dataset; level of theory: ωB97M-V/def2-TZVPD.

## Properties
Maximum force, eV Å⁻¹: 0.4
Net charge: 0
Energy, eV: -8429.8848
Frontier orbital gap, Ha: 0.38957
ΔE to the lowest compared entry with this formula, charge and spin, kJ/mol: 130.8

Each line ends with the natural charge from an NBO analysis.
Element x y z (Å)
C (-0.30, 1.83, -1.14)  -0.6332
C (-0.34, 1.16, 0.21)  0.1148
O (-1.42, 0.20, 0.36)  -0.5379
C (-0.57, -0.68, 1.12)  0.1060
C (-0.15, -1.92, 0.33)  -0.4198
C (0.91, -1.05, -0.40)  -0.4068
C (0.67, 0.09, 0.63)  -0.2624
H (-0.13, 1.12, -1.96)  0.2081
H (-1.25, 2.35, -1.33)  0.2231
H (0.50, 2.58, -1.15)  0.2142
H (-0.43, 1.92, 0.99)  0.1651
H (-0.90, -0.77, 2.16)  0.1783
H (-0.92, -2.41, -0.27)  0.2150
H (0.32, -2.65, 0.99)  0.2053
H (1.92, -1.46, -0.42)  0.2106
H (0.62, -0.78, -1.43)  0.2082
H (1.52, 0.38, 1.26)  0.2115